C20H19N3OPd | wB97M-V/def2-TZVPD

HOMO = -15.4 eV
energy relative to the best compared isomer or geometry (same formula, charge and spin) = 21.5 kcal per mole
E_LUMO = -7.992 eV
total charge = +2

Last column: Löwdin charge in e.
Atoms and positions in Å:
Pd1 0.13 0.42 -0.41  1.071
O1 -0.72 2.69 -0.68  -0.133
C1 -2.07 2.70 -1.18  -0.221
C2 -2.11 2.41 -2.67  -0.148
C3 -1.36 1.13 -3.03  -0.137
C4 -2.00 -0.10 -2.45  -0.259
C5 -3.05 -0.73 -3.10  0.021
C6 -3.59 -1.89 -2.58  0.003
C7 -3.05 -2.42 -1.42  -0.014
C8 -2.01 -1.76 -0.82  -0.114
N1 -1.51 -0.61 -1.31  -0.003
H1 -0.27 3.49 -0.99  0.114
H2 -2.56 3.65 -0.95  0.135
H3 -2.58 1.92 -0.62  0.115
H4 -1.69 3.24 -3.24  0.130
H5 -3.16 2.34 -2.97  0.134
H6 -0.32 1.19 -2.69  0.089
H7 -1.28 1.03 -4.11  0.137
H8 -3.43 -0.30 -4.03  0.139
H9 -4.41 -2.38 -3.09  0.133
H10 -3.42 -3.35 -1.00  0.128
H11 -1.55 -2.16 0.07  0.101
C9 -1.02 -1.34 3.24  0.011
C10 -1.06 -0.77 1.97  -0.084
N2 0.06 -0.46 1.33  -0.025
C11 1.27 -0.64 1.93  -0.134
C12 1.38 -1.22 3.19  -0.108
C13 0.19 -1.59 3.84  0.057
C14 2.70 -1.38 3.75  0.027
C15 3.79 -0.95 3.08  0.028
C16 3.66 -0.29 1.81  -0.110
C17 4.75 0.22 1.07  0.053
C18 4.52 0.84 -0.13  0.005
C19 3.20 0.98 -0.60  -0.062
N3 2.18 0.51 0.08  0.000
C20 2.40 -0.13 1.26  -0.151
H12 -1.95 -1.59 3.74  0.132
H13 -1.99 -0.57 1.46  0.121
H14 0.24 -2.04 4.82  0.143
H15 2.80 -1.85 4.72  0.136
H16 4.78 -1.07 3.51  0.136
H17 5.76 0.12 1.45  0.142
H18 5.33 1.24 -0.73  0.130
H19 3.00 1.47 -1.54  0.131

***

C20H19N6O2SZr | wB97M-V/def2-TZVPD

HOMO = -16.9 eV
energy relative to the best compared isomer or geometry (same formula, charge and spin) = 3.8 kcal per mole
E_LUMO = -9.835 eV
total charge = +3

Last column: Löwdin charge in e.
Atoms and positions in Å:
Zr1 -13.26 -7.58 -4.64  1.955
O1 -14.70 -6.44 -5.13  -0.269
C1 -15.86 -5.78 -4.84  -0.299
C2 -16.18 -4.65 -5.49  0.011
C3 -17.38 -4.08 -5.19  -0.013
C4 -18.29 -4.60 -4.24  -0.010
C5 -17.89 -5.72 -3.50  0.021
C6 -16.63 -6.31 -3.82  -0.073
C7 -16.00 -7.37 -2.99  -0.206
N1 -14.87 -8.08 -3.15  -0.083
C8 -14.73 -8.97 -2.09  -0.099
C9 -15.72 -8.72 -1.21  -0.016
N2 -16.50 -7.73 -1.78  0.154
H1 -15.51 -4.20 -6.19  0.135
H2 -17.75 -3.22 -5.68  0.117
H3 -19.22 -4.09 -4.03  0.131
H4 -18.52 -6.10 -2.67  0.131
H5 -13.90 -9.64 -2.08  0.107
H6 -15.97 -9.27 -0.31  0.148
H7 -17.36 -7.45 -1.33  0.175
S1 -8.88 -7.82 -3.06  1.236
C10 -10.27 -8.78 -3.20  -0.369
N3 -11.42 -8.13 -3.21  -0.099
C11 -11.24 -6.79 -3.15  -0.391
C12 -12.25 -5.80 -3.32  -0.162
C13 -11.88 -4.46 -3.33  0.019
C14 -10.52 -4.13 -3.22  -0.016
C15 -9.54 -5.05 -3.05  0.010
C16 -9.88 -6.43 -3.07  -0.406
H8 -10.19 -9.87 -3.33  0.120
H9 -13.29 -6.07 -2.89  0.142
H10 -12.59 -3.66 -3.39  0.133
H11 -10.26 -3.10 -3.28  0.129
H12 -8.52 -4.71 -2.92  0.144
C17 -15.00 -11.19 -9.17  0.051
N4 -14.62 -10.25 -8.10  -0.022
C18 -13.34 -9.47 -8.26  0.040
C19 -13.20 -8.93 -6.92  -0.412
O2 -12.35 -8.04 -6.48  -0.124
N5 -14.15 -9.35 -6.06  0.094
C20 -15.02 -10.10 -6.84  -0.339
N6 -16.04 -10.70 -6.25  0.261
H13 -14.09 -11.41 -9.74  0.114
H14 -15.79 -10.76 -9.78  0.111
H15 -15.39 -12.09 -8.75  0.092
H16 -13.46 -8.68 -8.96  0.160
H17 -12.50 -10.12 -8.54  0.179
H18 -16.19 -10.54 -5.26  0.141
H19 -16.70 -11.24 -6.79  0.148

***

C20H20Br6O6 | wB97M-V/def2-TZVPD

HOMO = -7.6 eV
E_LUMO = 0.092 eV

Last column: Löwdin charge in e.
Atoms and positions in Å:
C1 11.49 12.62 6.26  -1.652
Br1 11.39 11.60 7.88  0.616
Br2 13.13 13.62 6.12  0.617
Br3 9.91 13.59 5.82  0.600
H1 11.59 11.88 5.48  -0.049
C2 14.75 17.25 3.83  -1.618
Br4 13.17 17.96 4.66  0.573
Br5 14.40 16.69 2.02  0.569
Br6 15.39 15.75 4.86  0.563
H2 15.50 18.02 3.78  -0.029
C3 16.62 9.76 5.65  -0.007
C4 17.70 9.93 4.81  -0.027
C5 18.00 11.16 4.30  -0.371
C6 17.30 12.27 4.75  -0.011
C7 16.29 12.11 5.68  -0.048
C8 16.00 10.87 6.19  -0.322
O1 15.03 10.82 7.16  0.017
O2 18.92 11.35 3.33  0.025
H3 16.27 8.77 5.94  0.104
H4 18.21 9.12 4.29  0.118
H5 17.59 13.24 4.38  0.107
H6 15.73 13.02 5.85  0.007
H7 14.52 10.00 7.18  0.056
H8 19.55 10.59 3.29  0.073
C9 21.70 11.27 5.48  -0.013
C10 22.62 11.83 6.31  -0.007
C11 23.87 11.21 6.45  -0.312
C12 24.16 10.08 5.76  -0.023
C13 23.24 9.57 4.88  -0.024
C14 22.01 10.19 4.70  -0.276
O3 21.08 9.74 3.74  0.001
O4 24.79 11.73 7.37  0.027
H9 20.74 11.73 5.27  0.123
H10 22.39 12.75 6.83  0.122
H11 25.13 9.62 5.87  0.125
H12 23.50 8.76 4.20  0.122
H13 21.19 8.79 3.63  0.117
H14 24.84 12.68 7.25  0.099
C15 14.37 6.71 6.87  -0.008
C16 15.02 5.90 5.94  -0.015
C17 14.94 6.22 4.61  -0.317
C18 14.18 7.31 4.21  -0.014
C19 13.57 8.12 5.14  -0.019
C20 13.70 7.87 6.47  -0.379
O5 13.06 8.64 7.36  0.007
O6 15.36 5.25 3.71  0.030
H15 14.46 6.44 7.92  0.121
H16 15.63 5.11 6.36  0.121
H17 14.07 7.48 3.14  0.122
H18 12.93 8.91 4.76  0.130
H19 12.70 8.15 8.11  0.122
H20 15.63 5.69 2.89  0.104

***

C20H20BrClF2N2O | wB97M-V/def2-TZVPD

HOMO = -9.0 eV
SMILES = Cc1ccc(F)cc1CN[C@@H]1C[C@@H](F)CN(C(=O)c2ccc(Br)c(Cl)c2)C1
energy relative to the best compared isomer or geometry (same formula, charge and spin) = 2.4 kcal per mole
E_LUMO = 0.387 eV

Last column: Löwdin charge in e.
Atoms and positions in Å:
C1 -1.30 2.83 -3.85  -0.043
C2 -1.95 3.02 -2.50  -0.229
C3 -2.11 4.31 -1.99  -0.034
C4 -2.70 4.52 -0.75  -0.009
C5 -3.14 3.43 -0.03  -0.284
F1 -3.72 3.62 1.17  0.064
C6 -3.00 2.15 -0.52  0.027
C7 -2.40 1.93 -1.75  -0.190
C8 -2.25 0.51 -2.26  -0.165
N1 -0.87 0.06 -2.34  -0.011
C9 -0.24 -0.23 -1.06  -0.317
C10 0.38 1.01 -0.43  -0.073
C11 1.14 0.67 0.86  -0.276
F2 0.23 0.21 1.82  0.003
C12 2.16 -0.42 0.59  -0.093
N2 1.48 -1.59 0.04  -0.033
C13 0.88 -2.52 0.84  -0.410
O1 -0.15 -3.08 0.51  0.088
C14 1.59 -2.97 2.08  -0.124
C15 2.98 -3.00 2.18  -0.035
C16 3.59 -3.47 3.34  -0.116
C17 2.82 -3.90 4.40  -0.692
Br1 3.69 -4.51 5.97  0.746
C18 1.43 -3.88 4.31  -0.686
Cl1 0.43 -4.42 5.60  0.676
C19 0.83 -3.43 3.14  -0.032
C20 0.84 -1.30 -1.24  -0.092
H1 -1.96 2.28 -4.53  0.080
H2 -1.06 3.78 -4.32  0.074
H3 -0.39 2.25 -3.76  0.071
H4 -1.76 5.16 -2.56  0.111
H5 -2.82 5.52 -0.35  0.117
H6 -3.35 1.31 0.08  0.130
H7 -2.87 -0.16 -1.65  0.121
H8 -2.68 0.48 -3.26  0.121
H9 -0.85 -0.77 -2.92  0.114
H10 -0.98 -0.66 -0.36  0.150
H11 1.08 1.47 -1.14  0.135
H12 -0.36 1.78 -0.21  0.109
H13 1.63 1.56 1.26  0.149
H14 2.89 -0.07 -0.15  0.136
H15 2.74 -0.65 1.48  0.115
H16 3.60 -2.70 1.35  0.119
H17 4.67 -3.50 3.41  0.103
H18 -0.25 -3.43 3.07  0.123
H19 0.44 -2.23 -1.65  0.130
H20 1.63 -0.93 -1.90  0.136

***

C20H20CrN4O3Se | wB97M-V/def2-TZVPD

HOMO (spin up / spin down) = -7.2 / -7.6 eV
multiplicity = 5
E_LUMO (spin up / spin down) = 0.109 / -0.140 eV

Last column: Mulliken spin population.
Atoms and positions in Å:
Cr1 -0.69 0.88 -0.29  3.889
C1 -1.90 3.90 2.50  0.001
O1 -0.88 3.59 3.44  -0.003
C2 -0.57 2.27 3.61  0.013
C3 -0.22 1.85 4.88  0.031
C4 0.04 0.51 5.14  -0.007
C5 -0.07 -0.42 4.14  0.012
C6 -0.36 -0.04 2.82  0.015
C7 -0.49 -1.05 1.83  0.207
N1 -0.75 -0.83 0.57  -0.079
N2 -0.95 -1.89 -0.25  0.028
C8 -1.14 -1.47 -1.48  -0.052
O2 -1.04 -0.21 -1.76  0.030
C9 -1.47 -2.42 -2.54  0.021
C10 -1.96 -1.93 -3.75  0.004
C11 -2.29 -2.80 -4.77  -0.001
C12 -2.11 -4.17 -4.61  0.002
C13 -1.61 -4.66 -3.41  0.000
C14 -1.30 -3.80 -2.37  -0.004
C15 -0.55 1.35 2.52  -0.031
O3 -0.65 1.77 1.30  -0.147
H1 -2.28 4.88 2.80  0.001
H2 -2.71 3.17 2.54  -0.001
H3 -1.53 3.96 1.48  0.002
H4 -0.17 2.58 5.67  0.001
H5 0.30 0.20 6.14  0.000
H6 0.06 -1.47 4.35  0.001
H7 -0.38 -2.08 2.16  0.015
H8 -2.11 -0.87 -3.86  0.002
H9 -2.69 -2.41 -5.69  0.000
H10 -2.37 -4.84 -5.41  0.000
H11 -1.48 -5.72 -3.28  0.000
H12 -0.93 -4.17 -1.43  0.000
C16 2.44 2.37 1.29  0.015
N3 2.50 1.45 0.18  0.039
C17 3.35 0.37 0.10  0.007
C18 3.15 -0.21 -1.11  0.014
N4 2.19 0.51 -1.77  0.044
C19 1.70 0.21 -3.08  0.007
C20 1.74 1.50 -0.95  -0.074
Se1 0.54 2.85 -1.41  -0.003
H13 3.46 2.62 1.61  0.001
H14 1.89 1.94 2.13  -0.008
H15 1.95 3.28 0.96  0.002
H16 4.01 0.11 0.90  0.003
H17 3.62 -1.06 -1.55  0.002
H18 2.53 -0.07 -3.73  0.002
H19 1.21 1.09 -3.49  0.000
H20 0.98 -0.62 -3.05  -0.003

***

C20H20CsN3O3 | wB97M-V/def2-TZVPD

HOMO = -6.9 eV
energy relative to the best compared isomer or geometry (same formula, charge and spin) = 24.6 kcal per mole
E_LUMO = -0.077 eV

Last column: Löwdin charge in e.
Atoms and positions in Å:
Cs1 -2.33 -0.35 17.09  1.249
C1 -4.48 1.39 19.33  -0.064
O1 -4.70 0.35 18.36  -0.346
C2 -5.87 0.57 17.58  -0.210
C3 -7.09 0.42 18.21  -0.023
C4 -8.25 0.53 17.51  -0.091
C5 -8.17 0.79 16.17  -0.072
C6 -6.97 0.86 15.45  0.013
C7 -5.80 0.84 16.19  -0.198
N1 -4.49 1.06 15.74  -0.053
N2 -4.41 1.21 14.48  0.080
C8 -3.19 1.51 13.89  -0.168
C9 -1.97 1.85 14.49  -0.403
O2 -1.63 1.86 15.72  -0.311
C10 -0.94 2.40 13.58  -0.007
C11 -1.11 2.60 12.27  -0.049
C12 -2.28 2.19 11.60  -0.179
C13 -2.35 2.18 10.23  -0.075
C14 -3.35 1.53 9.55  -0.077
C15 -4.40 0.97 10.34  -0.063
C16 -4.37 1.06 11.73  -0.040
C17 -3.27 1.56 12.45  -0.093
H1 -4.88 1.03 20.32  0.112
H2 -5.12 2.15 19.13  0.059
H3 -3.42 1.58 19.39  0.078
H4 -7.10 0.15 19.23  0.113
H5 -9.18 0.58 17.95  0.092
H6 -9.02 0.76 15.54  0.097
H7 -6.81 0.98 14.46  0.067
H8 -0.01 2.74 14.00  0.099
H9 -0.42 3.26 11.75  0.115
H10 -1.56 2.63 9.74  0.088
H11 -3.16 1.46 8.47  0.103
H12 -5.16 0.36 9.93  0.080
H13 -5.13 0.58 12.28  0.078
C18 0.22 5.37 16.85  -0.077
N3 0.26 4.56 18.01  -0.204
C19 0.44 5.28 19.25  -0.045
C20 0.28 3.23 17.95  -0.365
O3 0.29 2.46 18.88  0.012
H14 -0.50 6.18 17.03  0.088
H15 -0.29 4.87 16.01  0.095
H16 1.17 5.81 16.50  0.098
H17 0.11 4.64 20.13  0.113
H18 -0.14 6.16 19.20  0.060
H19 1.48 5.66 19.35  0.102
H20 0.28 2.89 16.90  0.121